Density functional theory data (ωB97M-V/def2-TZVPD) for a 3-piece molecular cluster, C27H49N4O7 overall in a non-equilibrium geometry.

Orbital gap, Eh: 0.1825
LUMO energy, eV: -4.96
Total charge: +1

Each line ends with the Löwdin charge.
CARTESIAN COORDINATES (ANGSTROEM)
C  -0.457  -1.979  -0.492  0.120
C  0.383  -2.647  0.103  -0.121
C  1.048  -3.616  1.158  -0.097
C  2.575  -3.761  0.785  -0.130
C  3.180  -5.143  0.950  0.100
C  4.647  -5.409  0.662  0.004
C  5.179  -6.874  0.863  -0.386
O  5.841  -7.387  -0.012  0.165
O  4.801  -7.523  2.057  -0.051
C  5.977  -7.902  2.827  -0.155
C  6.604  -6.730  3.703  -0.145
C  6.142  -6.770  5.253  -0.164
C  5.414  -5.437  5.717  -0.219
N  4.106  -5.225  5.000  -0.010
C  3.121  -6.223  5.453  -0.447
C  2.342  -7.054  4.351  -0.006
O  2.865  -6.459  6.628  0.079
C  5.468  -4.229  0.214  0.068
C  4.781  -2.898  0.065  0.029
N  3.406  -2.723  0.358  0.109
H  -1.321  -1.403  -0.935  0.072
H  0.600  -4.659  1.038  0.135
H  0.855  -3.303  2.225  0.139
H  2.523  -5.976  1.317  0.115
H  5.643  -8.716  3.550  0.137
H  6.781  -8.325  2.155  0.131
H  6.431  -5.699  3.258  0.110
H  7.736  -6.893  3.690  0.119
H  7.101  -6.856  5.857  0.117
H  5.535  -7.701  5.494  0.115
H  5.195  -5.497  6.838  0.122
H  6.092  -4.528  5.592  0.128
H  3.767  -4.314  5.345  0.117
H  2.704  -8.123  4.283  0.095
H  2.448  -6.494  3.363  0.042
H  1.243  -7.064  4.659  0.096
H  6.578  -4.345  0.005  0.140
H  5.383  -2.006  -0.293  0.149
H  2.980  -1.785  0.271  0.177
C  -2.244  1.887  -1.156  -0.114
O  -3.069  1.248  -0.195  -0.205
C  -3.588  2.138  0.795  -0.205
C  -5.085  2.356  0.600  -0.206
N  -5.356  3.160  -0.592  -0.048
C  -6.763  3.176  -0.995  -0.192
C  -7.423  1.842  -1.368  -0.219
O  -6.930  1.262  -2.569  -0.175
C  -5.730  0.523  -2.423  -0.102
H  -1.735  1.112  -1.733  0.081
H  -2.839  2.486  -1.846  0.054
H  -1.487  2.514  -0.675  0.091
H  -3.042  3.087  0.822  0.120
H  -3.437  1.646  1.760  0.119
H  -5.491  2.872  1.477  0.125
H  -5.557  1.370  0.533  0.100
H  -4.812  2.796  -1.366  0.065
H  -6.831  3.838  -1.865  0.121
H  -7.347  3.648  -0.196  0.118
H  -8.481  2.050  -1.557  0.122
H  -7.405  1.115  -0.549  0.109
H  -5.669  0.014  -1.457  0.087
H  -4.866  1.173  -2.571  0.070
H  -5.703  -0.234  -3.210  0.089
C  0.655  7.531  -1.753  -0.117
O  -0.590  8.163  -1.997  -0.194
C  -0.663  8.816  -3.265  -0.206
C  -1.592  8.064  -4.213  -0.208
N  -1.003  6.796  -4.645  -0.055
C  -1.942  5.902  -5.325  -0.196
C  -3.173  5.420  -4.546  -0.215
O  -2.876  4.537  -3.470  -0.191
C  -2.478  5.176  -2.268  -0.097
H  0.689  7.248  -0.700  0.088
H  0.761  6.623  -2.352  0.071
H  1.490  8.208  -1.955  0.088
H  0.328  8.969  -3.706  0.122
H  -1.094  9.803  -3.078  0.121
H  -1.786  8.684  -5.094  0.124
H  -2.540  7.905  -3.690  0.101
H  -0.637  6.310  -3.835  0.061
H  -1.370  5.018  -5.626  0.118
H  -2.277  6.388  -6.248  0.119
H  -3.785  4.839  -5.242  0.121
H  -3.810  6.244  -4.207  0.112
H  -2.982  6.133  -2.115  0.097
H  -1.394  5.303  -2.252  0.074
H  -2.739  4.519  -1.436  0.055